# 1
{"formula": "C17H35LiN5O3P2", "method": "ωB97M-V/def2-TZVPD", "spin_multiplicity": 1, "total_energy_ha": -1858.59207, "homo_ev": -11.644, "e_above_lowest_kcal_mol": 12.2, "total_charge": 1, "symbols": ["Li", "C", "C", "C", "C", "C", "C", "C", "H", "H", "H", "H", "H", "H", "H", "H", "C", "N", "C", "P", "O", "O", "P", "O", "N", "C", "C", "N", "C", "C", "N", "C", "C", "H", "H", "H", "H", "H", "H", "H", "H", "H", "H", "H", "H", "H", "H", "H", "H", "H", "H", "H", "H", "H", "H", "H", "H", "C", "C", "N", "H", "H", "H"], "positions_angstrom": [[-0.222, -0.815, -1.364], [1.271, -4.484, 0.342], [1.064, -3.748, -0.951], [-0.205, -3.619, -1.510], [-0.404, -2.914, -2.695], [0.672, -2.301, -3.328], [1.946, -2.440, -2.785], [2.136, -3.161, -1.617], [1.850, -5.396, 0.190], [0.319, -4.767, 0.793], [1.813, -3.865, 1.060], [-1.052, -4.088, -1.020], [-1.399, -2.838, -3.115], [0.512, -1.730, -4.233], [2.794, -1.982, -3.279], [3.134, -3.254, -1.203], [-3.203, 2.041, 1.199], [-2.084, 2.625, 0.458], [-1.791, 4.006, 0.830], [-0.914, 1.613, -0.051], [-1.448, 0.461, -0.826], [-0.216, 1.079, 1.329], [0.835, -0.161, 1.361], [1.031, -0.696, -0.015], [2.178, 0.468, 2.016], [3.487, -0.093, 1.689], [2.188, 1.538, 3.005], [0.196, -1.277, 2.369], [0.279, -1.110, 3.818], [-1.010, -1.981, 1.933], [0.242, 2.460, -0.830], [1.320, 3.137, -0.115], [0.563, 2.137, -2.222], [-4.106, 2.613, 0.986], [-3.019, 2.064, 2.277], [-3.366, 1.012, 0.886], [-2.722, 4.572, 0.803], [-1.106, 4.456, 0.116], [-1.378, 4.084, 1.841], [3.391, -0.838, 0.903], [3.937, -0.555, 2.570], [4.146, 0.702, 1.335], [1.180, 1.901, 3.193], [2.795, 2.372, 2.643], [2.613, 1.188, 3.948], [1.267, -0.759, 4.105], [0.120, -2.080, 4.288], [-0.479, -0.417, 4.198], [-0.983, -2.152, 0.859], [-1.917, -1.422, 2.186], [-1.047, -2.953, 2.425], [1.023, 3.385, 0.902], [1.567, 4.065, -0.632], [2.213, 2.505, -0.075], [-0.291, 1.684, -2.720], [1.418, 1.453, -2.268], [0.822, 3.054, -2.752], [-4.096, 1.104, -3.874], [-2.811, 0.412, -3.881], [-1.798, -0.127, -3.883], [-4.262, 1.543, -2.891], [-4.895, 0.400, -4.094], [-4.095, 1.890, -4.627]]}


# 2
{"formula": "C44H37NO28", "method": "ωB97M-V/def2-TZVPD", "spin_multiplicity": 1, "total_energy_ha": -3860.32173, "homo_ev": -9.388, "smiles": "[H]/N=C(\\C)C[C@@H]1OC(=O)O[C@H]1CCO.O=C1C=C(O)C(=O)C=C1O.O=C1C=C(O)C(=O)C=C1O.O=C1C=C(O)C(=O)C=C1O.O=C1C=C(O)C(=O)C=C1O.O=C1C=C(O)C(=O)C=C1O.O=C1C=C(O)C(=O)C=C1O", "symbols": ["C", "C", "N", "C", "C", "O", "C", "O", "O", "C", "C", "C", "O", "H", "H", "H", "H", "H", "H", "H", "H", "H", "H", "H", "H", "H", "C", "C", "C", "O", "C", "C", "C", "O", "O", "O", "H", "H", "H", "H", "C", "C", "C", "O", "C", "C", "C", "O", "O", "O", "H", "H", "H", "H", "C", "C", "C", "O", "C", "C", "C", "O", "O", "O", "H", "H", "H", "H", "C", "C", "C", "O", "C", "C", "C", "O", "O", "O", "H", "H", "H", "H", "C", "C", "C", "O", "C", "C", "C", "O", "O", "O", "H", "H", "H", "H", "C", "C", "C", "O", "C", "C", "C", "O", "O", "O", "H", "H", "H", "H"], "positions_angstrom": [[2.663, -5.571, 3.577], [2.866, -4.801, 2.287], [3.785, -5.105, 1.512], [1.979, -3.674, 1.808], [1.299, -2.817, 2.855], [2.132, -2.044, 3.722], [1.574, -2.167, 4.943], [2.080, -2.162, 5.951], [0.219, -2.358, 4.752], [0.233, -3.398, 3.755], [-1.053, -3.652, 2.978], [-1.423, -5.125, 3.091], [-2.521, -5.408, 2.243], [3.600, -6.050, 3.827], [1.902, -6.324, 3.408], [2.422, -4.951, 4.429], [4.341, -5.873, 1.885], [1.188, -4.077, 1.182], [2.636, -3.023, 1.250], [0.711, -2.127, 2.256], [0.461, -4.307, 4.314], [-1.869, -3.108, 3.437], [-0.919, -3.367, 1.945], [-0.576, -5.758, 2.823], [-1.689, -5.329, 4.124], [-2.197, -5.869, 1.464], [0.511, 1.447, 1.424], [0.902, 2.461, 0.640], [0.545, 2.513, -0.817], [0.915, 3.470, -1.472], [-0.225, 1.411, -1.378], [-0.613, 0.398, -0.596], [-0.277, 0.360, 0.864], [-0.679, -0.586, 1.517], [-1.317, -0.637, -1.054], [1.624, 3.478, 1.096], [0.760, 1.398, 2.475], [-0.463, 1.453, -2.433], [-1.469, -1.225, -0.286], [1.769, 4.070, 0.332], [2.832, 0.472, 10.234], [2.415, -0.028, 9.063], [1.706, 0.825, 8.052], [1.372, 0.306, 7.007], [1.455, 2.223, 8.382], [1.871, 2.719, 9.553], [2.601, 1.873, 10.554], [2.966, 2.393, 11.593], [1.667, 3.985, 9.907], [2.600, -1.297, 8.720], [3.345, -0.130, 10.970], [0.930, 2.823, 7.652], [2.066, 4.082, 10.794], [2.217, -1.409, 7.823], [2.520, -4.947, -1.591], [3.312, -4.680, -2.637], [2.757, -4.179, -3.939], [3.531, -3.937, -4.846], [1.313, -4.010, -4.052], [0.523, -4.280, -3.007], [1.082, -4.757, -1.700], [0.305, -4.968, -0.782], [-0.801, -4.144, -3.058], [4.630, -4.838, -2.594], [2.906, -5.306, -0.644], [0.922, -3.664, -4.999], [-1.133, -4.398, -2.174], [4.961, -4.574, -3.475], [-3.949, 3.366, -6.146], [-3.457, 2.242, -5.611], [-2.126, 2.216, -4.920], [-1.745, 1.164, -4.439], [-1.354, 3.449, -4.862], [-1.845, 4.573, -5.400], [-3.188, 4.607, -6.069], [-3.584, 5.663, -6.521], [-1.181, 5.724, -5.376], [-4.109, 1.084, -5.654], [-4.908, 3.397, -6.644], [-0.388, 3.415, -4.375], [-1.753, 6.378, -5.829], [-3.540, 0.436, -5.196], [1.591, 7.290, -6.300], [2.908, 7.060, -6.358], [3.832, 7.961, -7.123], [5.022, 7.709, -7.122], [3.253, 9.096, -7.834], [1.935, 9.322, -7.777], [1.018, 8.434, -6.990], [-0.171, 8.703, -6.964], [1.357, 10.340, -8.408], [3.481, 6.027, -5.747], [0.914, 6.652, -5.751], [3.925, 9.729, -8.395], [0.404, 10.277, -8.203], [4.436, 6.094, -5.946], [-6.691, -2.984, 0.958], [-5.427, -3.431, 0.934], [-4.316, -2.606, 0.331], [-3.180, -3.044, 0.341], [-4.659, -1.313, -0.249], [-5.923, -0.876, -0.223], [-7.024, -1.684, 0.398], [-8.148, -1.218, 0.402], [-6.286, 0.292, -0.740], [-5.094, -4.614, 1.438], [-7.497, -3.562, 1.387], [-3.858, -0.738, -0.695], [-7.249, 0.366, -0.587], [-4.124, -4.720, 1.331]]}


# 3
{"formula": "C54H81F15O34", "method": "ωB97M-V/def2-TZVPD", "spin_multiplicity": 1, "total_energy_ha": -6162.57850, "homo_ev": -9.465, "symbols": ["C", "O", "C", "C", "O", "C", "C", "O", "C", "H", "H", "H", "H", "H", "H", "H", "H", "H", "H", "H", "H", "H", "H", "C", "C", "O", "C", "O", "C", "F", "F", "F", "H", "H", "H", "H", "H", "C", "C", "O", "C", "O", "C", "F", "F", "F", "H", "H", "H", "H", "H", "C", "C", "O", "C", "O", "C", "F", "F", "F", "H", "H", "H", "H", "H", "C", "C", "O", "C", "O", "C", "F", "F", "F", "H", "H", "H", "H", "H", "C", "C", "O", "C", "O", "C", "F", "F", "F", "H", "H", "H", "H", "H", "C", "C", "C", "O", "C", "O", "O", "H", "H", "H", "H", "H", "H", "C", "C", "C", "O", "C", "O", "O", "H", "H", "H", "H", "H", "H", "C", "C", "C", "O", "C", "O", "O", "H", "H", "H", "H", "H", "H", "C", "C", "C", "O", "C", "O", "O", "H", "H", "H", "H", "H", "H", "C", "C", "C", "O", "C", "O", "O", "H", "H", "H", "H", "H", "H", "C", "C", "C", "O", "C", "O", "O", "H", "H", "H", "H", "H", "H", "C", "C", "C", "O", "C", "O", "O", "H", "H", "H", "H", "H", "H"], "positions_angstrom": [[-4.258, -3.105, -7.619], [-3.804, -2.380, -8.754], [-4.266, -1.048, -8.774], [-3.296, -0.078, -8.138], [-3.020, -0.437, -6.811], [-2.098, 0.414, -6.191], [-1.717, -0.099, -4.837], [-2.828, -0.096, -3.989], [-2.479, -0.331, -2.663], [-5.339, -3.269, -7.672], [-3.977, -2.581, -6.704], [-3.747, -4.067, -7.612], [-5.285, -0.973, -8.383], [-4.280, -0.783, -9.837], [-3.695, 0.944, -8.224], [-2.357, -0.120, -8.709], [-2.532, 1.421, -6.058], [-1.230, 0.571, -6.846], [-0.921, 0.567, -4.469], [-1.266, -1.096, -4.931], [-1.824, 0.444, -2.240], [-1.945, -1.281, -2.511], [-3.347, -0.337, -2.001], [-0.844, -4.297, 1.110], [-0.627, -4.841, 2.502], [-0.206, -3.739, 3.324], [-0.347, -3.863, 4.626], [-0.861, -4.781, 5.199], [0.214, -2.649, 5.395], [-0.557, -2.367, 6.432], [1.441, -2.949, 5.828], [0.304, -1.564, 4.616], [-1.356, -5.015, 0.471], [0.094, -3.991, 0.640], [-1.450, -3.390, 1.123], [0.145, -5.608, 2.523], [-1.573, -5.226, 2.879], [3.599, -1.229, 3.460], [4.556, -0.777, 4.522], [4.116, -1.345, 5.766], [4.734, -0.971, 6.863], [5.637, -0.192, 6.961], [4.162, -1.711, 8.093], [3.612, -0.848, 8.950], [3.269, -2.633, 7.741], [5.163, -2.333, 8.738], [2.555, -1.082, 3.733], [3.767, -2.281, 3.220], [3.666, -0.720, 2.494], [4.559, 0.310, 4.624], [5.596, -1.071, 4.370], [-7.884, -6.757, 3.812], [-6.804, -6.287, 2.848], [-6.310, -5.024, 3.354], [-5.219, -4.557, 2.797], [-4.627, -5.007, 1.857], [-4.713, -3.265, 3.475], [-4.761, -2.239, 2.615], [-5.411, -2.940, 4.564], [-3.439, -3.449, 3.849], [-8.804, -6.204, 3.620], [-7.594, -6.581, 4.845], [-8.072, -7.816, 3.649], [-7.205, -6.157, 1.846], [-5.971, -6.989, 2.862], [3.795, 1.105, -0.824], [5.087, 1.056, -1.616], [5.906, 2.218, -1.387], [5.677, 3.246, -2.149], [4.691, 3.454, -2.796], [6.843, 4.263, -2.080], [6.867, 5.015, -3.172], [6.722, 5.065, -1.018], [8.013, 3.609, -1.976], [3.111, 0.344, -1.191], [3.284, 2.067, -0.912], [4.011, 1.032, 0.242], [4.879, 0.942, -2.681], [5.677, 0.193, -1.315], [-5.588, -0.081, 0.266], [-6.682, -0.342, 1.268], [-6.299, 0.281, 2.505], [-6.963, -0.077, 3.599], [-7.880, -0.839, 3.642], [-6.351, 0.598, 4.853], [-5.817, -0.364, 5.615], [-5.392, 1.472, 4.550], [-7.297, 1.231, 5.552], [-4.717, -0.697, 0.474], [-5.366, 0.985, 0.256], [-5.911, -0.389, -0.731], [-6.943, -1.394, 1.378], [-7.627, 0.105, 0.936], [-2.154, -0.610, 1.510], [-0.984, -0.077, 0.724], [0.031, 0.659, 1.607], [1.288, 0.068, 1.294], [1.118, -1.042, 0.547], [2.022, -1.770, 0.257], [-0.180, -1.207, 0.269], [-2.899, 0.157, 1.700], [-1.847, -1.096, 2.439], [-2.576, -1.454, 0.952], [-1.262, 0.471, -0.171], [-0.137, 0.624, 2.678], [0.065, 1.690, 1.257], [0.643, 4.725, 1.185], [1.131, 5.311, -0.113], [0.682, 6.747, -0.398], [1.908, 7.489, -0.390], [2.966, 6.659, -0.286], [4.097, 7.013, -0.328], [2.560, 5.379, -0.147], [1.030, 5.224, 2.076], [0.819, 3.652, 1.203], [-0.446, 4.813, 1.273], [0.816, 4.626, -0.902], [0.011, 7.144, 0.360], [0.232, 6.839, -1.387], [5.159, -2.524, 0.419], [6.420, -2.679, -0.378], [6.947, -4.128, -0.579], [7.273, -4.166, -1.965], [6.876, -3.038, -2.586], [7.050, -2.756, -3.720], [6.143, -2.284, -1.719], [5.343, -2.631, 1.492], [4.480, -3.354, 0.198], [4.624, -1.592, 0.261], [7.241, -2.098, 0.054], [6.185, -4.862, -0.326], [7.868, -4.232, -0.013], [-7.101, 3.540, 0.537], [-5.879, 4.268, 1.082], [-5.647, 4.185, 2.599], [-4.398, 3.534, 2.749], [-3.834, 3.295, 1.557], [-2.761, 2.843, 1.331], [-4.700, 3.634, 0.562], [-7.259, 2.598, 1.074], [-6.852, 3.148, -0.452], [-7.964, 4.196, 0.550], [-5.894, 5.298, 0.725], [-6.412, 3.584, 3.093], [-5.660, 5.171, 3.061], [1.278, -3.301, -2.638], [1.707, -1.944, -3.099], [3.238, -1.795, -3.303], [3.333, -1.124, -4.551], [2.169, -1.241, -5.222], [2.015, -0.916, -6.352], [1.208, -1.763, -4.436], [1.650, -4.122, -3.256], [0.186, -3.379, -2.646], [1.568, -3.566, -1.618], [1.382, -1.152, -2.423], [3.772, -2.743, -3.293], [3.581, -1.188, -2.467], [4.654, 3.790, 1.596], [4.283, 2.623, 2.472], [4.597, 2.857, 3.978], [3.351, 2.608, 4.615], [2.376, 2.401, 3.712], [1.251, 2.151, 3.993], [2.863, 2.442, 2.465], [4.056, 4.664, 1.866], [4.400, 3.595, 0.558], [5.696, 4.080, 1.725], [4.755, 1.694, 2.147], [4.926, 3.888, 4.113], [5.372, 2.193, 4.353], [1.559, 4.283, -5.195], [1.302, 2.829, -4.975], [2.523, 1.977, -4.623], [2.099, 1.255, -3.469], [0.931, 1.740, -3.009], [0.430, 1.383, -1.988], [0.405, 2.629, -3.864], [2.285, 4.380, -6.008], [2.072, 4.700, -4.325], [0.671, 4.846, -5.462], [0.805, 2.408, -5.854], [3.402, 2.606, -4.463], [2.891, 1.284, -5.382]]}


Number 1: orbital gap 9.9 eV, LUMO level -1.779 eV, molar mass 426.39 g/mol. Number 2: orbital gap 7.7 eV, LUMO level -1.640 eV, molar mass 1027.76 g/mol. Number 3: orbital gap 9.7 eV, LUMO level 0.222 eV, molar mass 1559.18 g/mol.